(1)
{
  "formula": "C36H61BrN2O9",
  "method": "wB97M-V/def2-TZVPD",
  "largest_force_ha_per_bohr": 0.02138,
  "total_charge": 0,
  "homo_energy_ev": -8.31,
  "homo_lumo_gap_ev": 8.4,
  "smiles": "CCCCOc1c(N)cc(Br)c2c1C(=O)NC2=O.C1CCOC1.C1CCOC1.C1CCOC1.C1CCOC1.C1CCOC1.C1CCOC1",
  "elements": ["C", "C", "C", "C", "O", "C", "C", "N", "C", "C", "Br", "C", "C", "C", "O", "N", "C", "O", "H", "H", "H", "H", "H", "H", "H", "H", "H", "H", "H", "H", "H", "C", "C", "C", "O", "C", "H", "H", "H", "H", "H", "H", "H", "H", "C", "C", "C", "O", "C", "H", "H", "H", "H", "H", "H", "H", "H", "C", "C", "C", "O", "C", "H", "H", "H", "H", "H", "H", "H", "H", "C", "C", "C", "O", "C", "H", "H", "H", "H", "H", "H", "H", "H", "C", "C", "C", "O", "C", "H", "H", "H", "H", "H", "H", "H", "H", "C", "C", "C", "O", "C", "H", "H", "H", "H", "H", "H", "H", "H"],
  "xyz": [[-3.7254, -2.0300, -0.9529], [-3.0144, -1.6001, 0.3394], [-1.6143, -1.0731, 0.0025], [-1.7059, -0.1009, -1.1684], [-0.7039, 0.9292, -1.1068], [0.3475, 0.7394, -1.9464], [1.6045, 0.4436, -1.3879], [1.7178, 0.3282, -0.0007], [2.7135, 0.2266, -2.2098], [2.5861, 0.2834, -3.5926], [4.0721, -0.0557, -4.6986], [1.3482, 0.5830, -4.1347], [0.2424, 0.8195, -3.3297], [-0.9356, 1.1130, -4.1961], [-2.0772, 1.1923, -3.8814], [-0.4390, 1.2446, -5.5323], [0.8956, 0.6888, -5.5461], [1.4204, 0.3366, -6.5520], [-3.0080, -2.5287, -1.5968], [-4.5042, -2.7420, -0.6921], [-4.1702, -1.1896, -1.4723], [-2.9074, -2.4724, 0.9777], [-3.6019, -0.8134, 0.8098], [-1.0157, -1.9235, -0.3242], [-1.0994, -0.6163, 0.8397], [-1.6285, -0.6791, -2.0853], [-2.6646, 0.4017, -1.2188], [0.9375, 0.7500, 0.4942], [2.5676, 0.7398, 0.3594], [3.6650, 0.0063, -1.7517], [-0.4246, 2.2277, -5.7843], [-0.2459, 1.1365, 4.7943], [0.2346, 2.5703, 4.6123], [1.0465, 2.4639, 3.3280], [0.4381, 1.4294, 2.5482], [-0.5009, 0.7061, 3.3581], [-1.1262, 1.0501, 5.4248], [0.5500, 0.5290, 5.2327], [-0.6208, 3.2326, 4.4678], [0.8164, 2.9471, 5.4511], [2.0835, 2.1757, 3.5363], [1.0543, 3.3894, 2.7506], [-1.5110, 0.9771, 3.0321], [-0.3605, -0.3636, 3.1973], [-1.9229, 2.4437, 9.5648], [-1.4515, 3.8838, 9.3861], [-0.6462, 3.7834, 8.0980], [-1.2495, 2.7484, 7.3180], [-2.1793, 2.0187, 8.1284], [-2.8023, 2.3444, 10.1997], [-1.1199, 1.8394, 9.9901], [-2.3094, 4.5457, 9.2461], [-0.8635, 4.2623, 10.2209], [0.3933, 3.5004, 8.3031], [-0.6457, 4.7111, 7.5237], [-3.1948, 2.2801, 7.8102], [-2.0291, 0.9497, 7.9719], [9.1136, 1.5763, -4.0630], [8.8478, 0.1042, -4.3660], [7.9277, -0.2856, -3.2172], [7.1887, 0.8883, -2.8769], [7.7633, 2.0260, -3.5218], [9.4340, 2.1528, -4.9294], [9.8800, 1.6673, -3.2900], [8.3225, 0.0082, -5.3190], [9.7484, -0.5061, -4.4114], [8.5007, -0.6031, -2.3390], [7.2312, -1.0823, -3.4822], [7.0957, 2.3394, -4.3322], [7.8428, 2.8430, -2.8038], [-2.2542, -2.4836, -5.7228], [-0.8151, -2.9775, -5.6062], [-0.5494, -2.8035, -4.1186], [-1.8052, -2.9920, -3.4544], [-2.8627, -2.9891, -4.4234], [-2.7791, -2.8499, -6.6029], [-2.2716, -1.3903, -5.7469], [-0.7586, -4.0343, -5.8780], [-0.1095, -2.4277, -6.2279], [-0.1879, -1.7915, -3.8966], [0.1730, -3.5202, -3.7262], [-3.2373, -4.0127, -4.5294], [-3.6764, -2.3581, -4.0627], [2.8780, 0.0188, 8.6464], [2.6531, -0.8923, 9.8506], [1.3204, -0.3803, 10.3794], [0.5927, 0.0950, 9.2439], [1.4618, 0.1779, 8.1116], [3.5640, -0.3907, 7.9067], [3.2681, 0.9846, 8.9758], [2.5553, -1.9293, 9.5221], [3.4478, -0.8445, 10.5932], [1.4644, 0.4543, 11.0749], [0.7364, -1.1518, 10.8819], [1.2060, -0.6309, 7.4183], [1.2980, 1.1307, 7.6049], [-6.7791, -1.2313, -8.5331], [-6.9751, -2.5936, -9.1929], [-5.5616, -3.1586, -9.1584], [-4.9372, -2.6114, -7.9949], [-5.7397, -1.5512, -7.4681], [-7.6920, -0.8083, -8.1170], [-6.3721, -0.5207, -9.2558], [-7.6428, -3.2101, -8.5869], [-7.3833, -2.5400, -10.2009], [-4.9882, -2.8486, -10.0387], [-5.5404, -4.2472, -9.0980], [-6.2129, -1.9002, -6.5437], [-5.0992, -0.7018, -7.2288]],
  "forces_ev_per_angstrom": [[0.073, -0.443, 0.693], [0.381, 0.202, -0.700], [-0.275, -0.069, -0.361], [-0.143, -0.118, 0.135], [0.268, -0.093, -0.176], [-0.307, -0.214, -0.371], [0.146, 0.087, 0.554], [-0.122, 0.519, -0.341], [-0.230, 0.120, -0.344], [-0.164, -0.102, 0.159], [0.067, 0.000, 0.073], [0.100, -0.077, -0.463], [0.212, -0.273, 0.867], [1.099, 0.000, -0.023], [-0.978, 0.345, 0.178], [0.032, -0.097, 0.534], [-0.349, 0.281, 0.411], [0.632, -0.003, -0.606], [-0.081, -0.083, -0.226], [-0.251, -0.012, -0.189], [-0.070, 0.084, -0.179], [-0.172, 0.083, 0.361], [-0.021, -0.077, 0.398], [0.212, -0.086, 0.095], [-0.075, 0.164, 0.250], [0.140, 0.177, -0.268], [-0.110, 0.250, 0.212], [-0.049, -0.159, 0.035], [0.147, -0.266, -0.014], [0.144, -0.051, -0.029], [-0.344, -0.124, -0.609], [0.112, -0.127, -0.027], [-0.074, 0.036, -0.133], [0.092, -0.021, 0.055], [-0.024, -0.043, 0.030], [-0.069, 0.099, -0.080], [-0.005, 0.048, 0.016], [-0.019, -0.016, -0.015], [0.009, 0.013, 0.032], [0.002, -0.019, 0.014], [0.005, 0.043, 0.029], [-0.014, -0.033, -0.055], [-0.021, -0.040, 0.049], [0.043, 0.011, -0.043], [0.150, -0.058, 0.138], [-0.136, 0.039, -0.050], [0.103, -0.059, -0.007], [-0.048, 0.044, 0.160], [-0.112, 0.027, -0.060], [-0.030, 0.029, -0.034], [-0.015, -0.036, -0.042], [0.025, 0.021, -0.016], [0.019, -0.024, 0.004], [0.009, 0.051, 0.045], [-0.002, -0.029, -0.055], [-0.011, -0.023, 0.026], [0.066, 0.009, -0.025], [0.068, -0.017, 0.082], [-0.060, 0.018, -0.094], [0.031, 0.004, 0.084], [0.050, 0.012, 0.037], [-0.098, -0.019, -0.103], [-0.017, -0.005, -0.016], [-0.004, 0.010, -0.003], [-0.001, -0.013, 0.007], [0.011, 0.006, 0.019], [0.026, -0.045, -0.033], [-0.050, 0.029, 0.023], [0.032, 0.041, -0.010], [-0.034, -0.023, 0.036], [0.025, 0.136, -0.014], [-0.031, -0.092, -0.017], [-0.006, 0.087, 0.048], [0.123, 0.031, -0.140], [-0.014, -0.079, -0.039], [-0.021, 0.004, 0.005], [-0.012, -0.009, 0.005], [0.018, 0.002, 0.008], [-0.004, 0.031, 0.008], [0.051, -0.062, -0.014], [-0.021, 0.000, 0.060], [-0.029, 0.014, -0.032], [0.024, 0.004, 0.068], [0.019, 0.086, 0.070], [-0.011, -0.084, -0.064], [0.022, 0.100, 0.021], [0.012, 0.008, 0.018], [-0.029, -0.065, -0.050], [-0.006, -0.021, -0.003], [-0.001, 0.001, -0.014], [-0.004, 0.001, 0.012], [0.002, 0.022, 0.004], [0.027, -0.034, 0.036], [-0.047, 0.013, -0.026], [0.037, 0.017, -0.034], [-0.079, 0.003, 0.023], [0.050, 0.042, -0.093], [-0.061, -0.041, 0.084], [0.064, 0.071, -0.054], [-0.044, -0.008, -0.024], [-0.024, -0.065, 0.088], [-0.009, -0.017, 0.013], [0.001, 0.007, 0.013], [0.005, -0.007, -0.010], [0.015, 0.015, -0.011], [-0.037, -0.027, -0.034], [0.040, -0.001, 0.039], [-0.026, 0.051, 0.006], [0.054, -0.035, 0.003]],
  "lowdin_charge": [-0.108, -0.239, -0.166, -0.172, -0.021, -0.165, -0.206, 0.141, -0.038, -0.599, 0.827, -0.159, -0.031, -0.383, 0.152, 0.159, -0.409, 0.110, 0.052, 0.073, 0.072, 0.101, 0.105, 0.120, 0.086, 0.106, 0.124, 0.062, 0.099, 0.114, 0.154, -0.166, -0.169, -0.194, -0.170, -0.194, 0.104, 0.103, 0.119, 0.105, 0.117, 0.118, 0.121, 0.117, -0.164, -0.163, -0.206, -0.171, -0.196, 0.113, 0.097, 0.113, 0.112, 0.112, 0.117, 0.118, 0.114, -0.171, -0.170, -0.214, -0.169, -0.209, 0.111, 0.112, 0.113, 0.110, 0.116, 0.106, 0.114, 0.115, -0.155, -0.151, -0.185, -0.171, -0.191, 0.100, 0.109, 0.115, 0.111, 0.100, 0.121, 0.121, 0.113, -0.164, -0.168, -0.202, -0.155, -0.203, 0.113, 0.114, 0.114, 0.111, 0.118, 0.118, 0.118, 0.105, -0.171, -0.172, -0.204, -0.157, -0.206, 0.111, 0.114, 0.113, 0.110, 0.117, 0.116, 0.118, 0.118]
}

---

(2)
{
  "formula": "C5H10S",
  "method": "wB97M-V/def2-TZVPD",
  "de_lowest_kj_mol": 138.7,
  "largest_force_ha_per_bohr": 0.05626,
  "total_charge": 0,
  "homo_energy_ev": -8.68,
  "homo_lumo_gap_ev": 8.6,
  "smiles": "CCCCC=S",
  "elements": ["C", "C", "C", "C", "C", "S", "H", "H", "H", "H", "H", "H", "H", "H", "H", "H"],
  "xyz": [[1.0369, 3.4050, 0.3791], [1.2265, 1.8799, 0.6310], [0.1673, 0.9326, -0.0952], [0.0950, -0.3961, 0.6030], [-0.0027, -1.6817, -0.3012], [-1.3995, -2.4154, -0.6678], [0.3183, 3.5764, -0.4109], [1.9892, 3.8635, 0.0430], [0.7664, 3.9448, 1.2976], [1.1432, 1.7437, 1.7536], [2.1741, 1.4435, 0.2743], [-0.9301, 1.3669, -0.2304], [0.5019, 0.9010, -1.1235], [-0.7568, -0.4753, 1.2505], [1.0477, -0.5305, 1.2182], [1.0004, -2.0256, -0.6874]],
  "forces_ev_per_angstrom": [[1.316, -0.352, -0.139], [-1.567, -0.361, 0.760], [-1.471, 2.301, -0.098], [1.429, -2.511, -0.155], [0.464, 1.177, 0.199], [0.832, 0.236, 0.136], [-0.301, 0.167, -0.045], [-0.461, -0.223, 0.126], [-0.210, -0.284, -0.378], [0.250, -0.222, -1.273], [-0.053, 0.611, 0.411], [2.228, -0.567, 0.699], [0.188, -0.496, -0.357], [-0.328, 0.279, 0.521], [-1.175, 0.084, -0.622], [-1.141, 0.162, 0.214]],
  "lowdin_charge": [-0.114, -0.248, -0.243, -0.307, -0.661, 0.657, 0.056, 0.069, 0.067, 0.110, 0.103, 0.150, 0.094, 0.081, 0.122, 0.065]
}

---

(3)
{
  "formula": "C19H22BNO4",
  "method": "wB97M-V/def2-TZVPD",
  "de_lowest_kj_mol": 185.8,
  "largest_force_ha_per_bohr": 0.07392,
  "total_charge": 0,
  "homo_energy_ev": -8.05,
  "homo_lumo_gap_ev": 8.5,
  "smiles": "Cc1cccc2c1OC[C@H]2C[C@H](NC(=O)Cc1ccccc1)B(O)O",
  "elements": ["C", "C", "C", "C", "C", "C", "C", "O", "C", "C", "C", "C", "N", "C", "O", "C", "C", "C", "C", "C", "C", "C", "B", "O", "O", "H", "H", "H", "H", "H", "H", "H", "H", "H", "H", "H", "H", "H", "H", "H", "H", "H", "H", "H", "H", "H", "H"],
  "xyz": [[-2.4713, 2.1765, 4.2103], [-1.9232, 1.5532, 2.9441], [-2.7429, 1.1327, 1.9639], [-2.2010, 0.4603, 0.8700], [-0.8023, 0.4901, 0.6390], [0.0340, 0.9994, 1.5897], [-0.5421, 1.4944, 2.8106], [0.4052, 1.6817, 3.8154], [1.6868, 1.2727, 3.2194], [1.5293, 1.0245, 1.7256], [2.2154, -0.2351, 1.0894], [2.5888, -0.1095, -0.4149], [1.6133, -0.4917, -1.3751], [1.6919, -0.0853, -2.6905], [2.6414, 0.4394, -3.2304], [0.4409, -0.3907, -3.6182], [-0.8977, -0.9235, -3.0438], [-1.0541, -1.9733, -2.1833], [-2.1843, -2.1216, -1.3964], [-3.3360, -1.4671, -1.6580], [-3.2743, -0.4851, -2.6362], [-2.0588, -0.1265, -3.1921], [3.7473, -1.1577, -0.7306], [4.2931, -1.2960, -1.9720], [3.9585, -2.1155, 0.2449], [-3.4920, 1.7806, 4.5248], [-2.5752, 3.2809, 4.1566], [-1.7163, 1.9873, 5.0427], [-3.7975, 1.2205, 1.9843], [-2.8572, 0.0765, 0.0849], [-0.3694, 0.1033, -0.2835], [2.0595, 0.3373, 3.7252], [2.2919, 2.1843, 3.3307], [1.8635, 1.8526, 1.0460], [1.5348, -1.1186, 1.2054], [3.1426, -0.3622, 1.5773], [3.0650, 0.8589, -0.6324], [1.0021, -1.2367, -0.9552], [0.6940, -1.2060, -4.2992], [0.1264, 0.4240, -4.2077], [-0.1563, -2.5051, -1.9558], [-2.0859, -2.8801, -0.6155], [-4.2413, -1.7703, -1.2754], [-4.1469, 0.1091, -2.7119], [-2.0684, 0.6136, -3.9853], [3.8322, -0.7117, -2.6093], [4.5367, -2.7846, -0.1274]],
  "forces_ev_per_angstrom": [[-0.081, -0.129, 1.604], [0.921, 2.083, 3.043], [0.416, -1.842, -2.416], [0.480, 0.913, -0.999], [-0.876, -0.541, -0.442], [-0.886, 0.770, 2.516], [0.809, -1.662, -1.537], [-0.416, -0.344, -1.504], [0.426, 0.509, 0.432], [-0.630, -0.247, -2.433], [-1.967, 0.798, -0.743], [3.038, -0.037, 1.250], [-1.661, -0.018, -0.557], [-3.137, -1.552, -0.270], [0.632, 0.521, 0.519], [-0.868, -2.607, 1.281], [-0.547, 2.275, 0.540], [1.050, 0.627, 0.815], [1.200, -2.445, 0.468], [1.114, 0.619, -1.732], [0.576, 0.214, 1.001], [-0.010, -0.640, -1.480], [-0.342, -0.797, 0.353], [-0.055, -0.053, 0.287], [0.443, 0.328, -0.589], [1.367, 0.307, -0.481], [0.119, -0.572, -0.202], [-1.163, 0.197, -0.847], [-0.887, 0.137, 0.509], [0.322, 0.173, 0.432], [-0.442, 0.034, 0.229], [-0.242, 1.164, -0.188], [0.418, -0.816, 0.509], [0.094, -0.154, 1.098], [0.814, 0.481, 0.249], [0.883, -0.594, 0.754], [-0.778, 0.172, -0.065], [0.331, 1.340, -1.622], [0.817, 0.262, -0.221], [0.478, 1.325, -0.625], [0.271, -0.882, 0.221], [-0.452, 0.145, -0.174], [-1.827, -0.296, 1.301], [-0.689, 0.595, -0.837], [0.144, 0.463, 0.351], [0.550, 0.135, 0.105], [0.243, -0.357, 0.101]],
  "lowdin_charge": [-0.044, -0.238, -0.059, -0.047, -0.016, -0.125, -0.151, -0.032, -0.088, -0.219, -0.079, -0.210, 0.098, -0.402, 0.073, -0.003, -0.212, -0.076, -0.096, -0.116, -0.072, -0.032, -0.630, 0.174, 0.158, 0.094, 0.083, 0.092, 0.106, 0.074, 0.087, 0.148, 0.131, 0.159, 0.147, 0.097, 0.160, 0.151, 0.127, 0.094, 0.103, 0.121, 0.090, 0.098, 0.109, 0.067, 0.106]
}

---

Number 1 is which compound? C36H61BrN2O9

---

Which formula does entry 1 have? C36H61BrN2O9